Record 1
C4H6O2 in the gas phase in a non-equilibrium geometry. Source: the OMol25 dataset; level of theory: ωB97M-V with the def2-TZVPD basis set.

Each line ends with the natural charge from an NBO analysis.
Geometry (Å):
H1 -0.49820 -0.10113 1.75949  0.22
H2 0.36951 -1.31200 0.06496  0.24
H3 2.46508 0.61435 0.11777  0.49
H4 -1.27175 -1.52887 0.95109  0.22
C1 1.03370 -0.49313 -0.39032  0.07
H5 -1.73222 -0.19266 -1.09691  0.24
O1 0.72244 1.72842 -1.13658  -0.59
C2 -1.16829 0.32208 -0.31661  -0.54
H6 -1.72402 1.20737 -0.00217  0.25
C3 0.24902 0.66921 -0.75390  0.45
O2 2.30144 -0.34163 -0.01293  -0.63
C4 -0.74672 -0.57201 0.81612  -0.41

Computed properties:
- LUMO energy: 0.1 eV
- Energy relative to the best compared isomer or geometry (same formula, charge and spin): 89.7 kcal per mole
- Molecular weight: 86.09 u
- Gap between HOMO and LUMO: 0.311 hartree
- Maximum force: 1.0 eV/Å

***

Record 2
A molecular structure, C46H41Br2N6P2RuSi. Source: the OMol25 dataset; level of theory: ωB97M-V with the def2-TZVPD basis set.

Each line ends with the Löwdin charge.
Geometry (Å):
H1 1.80050 5.29912 -3.24884  0.12
C1 -3.98914 -2.07787 1.16800  -0.06
H2 3.25003 1.33920 -0.68371  0.07
C2 0.38251 2.09509 3.95276  -0.20
C3 1.09621 -2.75691 -3.57890  -0.06
H3 -4.08915 1.26857 -3.27722  0.10
C4 -0.25444 -5.37490 -0.50666  -0.05
C5 -3.16403 2.86312 -0.70935  -0.23
H4 2.84766 -3.54808 -4.53764  0.12
P1 -1.32466 -1.21791 1.17953  1.02
C6 -3.08474 -1.12038 0.70426  -0.39
H5 2.82144 -2.74549 -0.76518  0.14
H6 4.23142 -1.56210 -4.03999  0.12
H7 -1.85798 0.38232 3.55193  -0.01
C7 -2.71544 1.29196 -4.90196  -0.04
N1 4.15302 0.85152 1.61644  0.18
P2 0.50725 0.79309 -1.72991  1.00
C8 2.45440 3.12873 4.50392  -0.01
C9 -2.11109 -2.24206 5.63585  -0.05
H8 -3.99320 2.73187 -1.41570  0.04
C10 3.35105 4.42327 -2.05022  -0.05
H9 -3.67560 -2.84006 1.87054  0.11
C11 -1.37809 1.25777 -5.30838  -0.04
H10 -3.49873 1.37161 -5.64577  0.12
C12 2.18696 1.62123 2.66395  -0.24
H11 -1.75596 -4.97632 -1.98896  0.12
H12 -0.49054 -1.71193 -2.59735  0.10
C13 1.12059 2.91003 4.79216  -0.02
C14 -1.80876 -0.64031 3.87499  -0.12
C15 -1.53780 -2.96026 3.40888  -0.10
H13 0.63948 3.35820 5.65171  0.12
C16 -4.82282 -0.11599 -0.60979  -0.07
H14 -1.85719 -4.29049 5.05078  0.12
C17 2.99593 2.44974 3.43025  0.01
C18 1.65484 2.20759 -1.84602  -0.43
C19 -3.04250 1.22832 -3.56189  -0.06
C20 -1.52452 -3.33656 -0.63007  -0.09
H15 6.58272 0.82591 1.17651  0.12
C21 -1.22050 -4.59658 -1.12726  -0.06
N2 2.25001 -2.07344 -0.27939  0.21
C22 1.35001 -0.59375 -2.55328  -0.37
C23 -0.37489 1.14107 -4.36979  -0.07
C24 2.42778 -2.71895 -3.98174  -0.05
C25 1.26862 3.33782 -2.57429  -0.13
H16 0.30521 3.36802 -3.06595  0.11
C26 2.90690 2.20739 -1.22566  -0.14
C27 -5.71863 -1.07412 -0.16790  -0.04
H17 4.00824 5.28026 -2.13113  0.12
C28 -0.72392 1.07570 -3.01619  -0.41
C29 2.66909 -0.53878 -2.98794  -0.08
C30 -2.03667 1.11260 -2.59224  -0.29
C31 3.20470 -1.60625 -3.69959  -0.05
Br1 0.27028 3.54465 0.48434  0.85
H18 -3.59962 3.22676 0.21451  -0.01
Si1 -2.29108 1.19075 -0.74340  0.53
C32 3.74577 3.30601 -1.32477  -0.05
N3 0.86801 1.48017 2.86592  0.04
C33 -1.07024 4.04467 1.80920  -0.85
H19 1.26920 -2.23581 -0.18658  0.05
H20 -0.65033 1.93535 4.18936  0.03
H21 -2.31073 -2.75648 -1.09910  0.11
C34 0.11862 -3.62969 1.10397  -0.16
H22 6.61241 -0.54461 0.10037  0.12
Br2 -2.16715 2.54304 2.27523  0.84
C35 -3.48925 -0.12496 -0.18247  -0.30
C36 -1.83425 -3.25601 4.73223  -0.05
H23 0.47850 -3.61093 -3.82653  0.11
H24 -6.74545 -1.05588 -0.51190  0.12
H25 4.71517 3.28306 -0.84233  0.11
H26 -1.13191 1.31534 -6.36070  0.12
C37 0.55562 -1.69248 -2.88104  -0.11
C38 2.11372 4.43483 -2.67682  -0.06
H27 -2.51912 3.62914 -1.15104  0.04
H28 -2.34336 -2.47590 6.66691  0.12
C39 0.41203 -4.89130 0.61284  -0.05
H29 4.04344 2.52007 3.18322  0.12
H30 -0.02907 -6.36438 -0.88500  0.12
C40 -1.49442 -1.63681 2.96141  -0.33
H31 3.28706 0.32296 -2.78400  0.10
H32 -1.36318 -3.78511 2.73429  0.09
H33 -1.72456 4.75235 1.31449  0.02
H34 -6.00468 -2.79430 1.09298  0.12
H35 0.65106 -3.26104 1.97369  0.12
C41 2.84906 0.74228 1.66247  -0.32
H36 -5.17700 0.65192 -1.29008  0.10
H37 -0.53755 4.51628 2.62527  0.02
H38 1.15903 -5.49992 1.10747  0.12
N4 6.09807 0.12370 0.64646  0.20
H39 0.66237 1.09302 -4.68080  0.12
C42 -0.85460 -2.83695 0.48747  -0.38
C43 -5.30137 -2.05436 0.73191  -0.04
N5 4.17323 -1.02237 0.18305  0.20
C44 2.84458 -1.04932 0.30009  -0.44
C45 4.78245 -0.02539 0.80378  -0.44
N6 2.08457 -0.11112 0.95478  0.10
C46 -2.10974 -0.92651 5.19675  -0.06
Ru1 -0.17084 0.82783 0.58826  0.48
H40 -2.35540 -0.12217 5.87985  0.11
H41 3.06509 3.77798 5.11738  0.13

Computed properties:
- Multiplicity: 2
- LUMO energy (spin up / spin down): -6.0 / -6.1 eV
- <S²>: 0.758
- Energy relative to the best compared isomer or geometry (same formula, charge and spin): 35.0 kcal per mole
- Molecular weight: 1028.79 u
- Gap between HOMO and LUMO (spin up / spin down): 0.281 / 0.279 hartree
- Maximum force: 0.7 eV/Å
- Net charge: +2

***

Record 3
2 unconnected molecules or ions with the total composition C8H6F3N5O7S in a non-equilibrium geometry. Source: the OMol25 dataset; level of theory: ωB97M-V with the def2-TZVPD basis set.

Each line ends with the natural charge from an NBO analysis.
Geometry (Å):
H1 1.66256 -1.02411 0.63934  0.28
C1 0.35998 2.15126 0.59668  0.10
N1 0.55111 3.18622 1.47430  -0.06
O1 -2.37785 -2.77208 2.30595  -0.58
F1 1.42819 -0.24271 -3.86305  -0.31
N2 -1.44711 3.06186 -0.95684  0.50
F2 2.89429 -1.12945 -2.47637  -0.31
H2 -1.01367 0.79250 -2.25338  0.29
C2 0.96226 -0.24375 0.35317  -0.01
H3 -1.49533 0.04279 1.35370  0.39
H4 -0.35565 -2.43408 1.25205  0.41
O2 0.83635 -2.80307 -1.07878  -0.91
H5 -3.32713 -0.90999 2.26359  0.14
C3 -0.43658 0.86341 -1.32984  -0.07
N3 -0.13068 -1.52263 1.67767  -0.58
C4 -0.47782 2.06198 -0.57850  -0.06
O3 -1.63218 4.07846 -0.25938  -0.35
C5 1.02340 0.99384 1.01688  -0.01
F3 1.88514 -2.39286 -3.97004  -0.29
C6 1.73641 -1.34526 -3.14297  0.75
N4 1.59708 1.28183 2.24781  0.42
C7 0.28632 -0.25035 -0.89387  -0.48
O4 -0.85716 -1.81725 -2.67270  -0.89
N5 -1.31966 -0.79228 1.90567  -0.48
C8 -2.43709 -1.55592 2.16013  0.51
O5 2.21824 0.62362 3.06723  -0.35
O6 -2.11126 2.84357 -2.00132  -0.40
H6 0.30131 -1.68553 2.59265  0.39
O7 1.31598 2.65954 2.47703  -0.13
S1 0.36053 -1.71958 -1.90679  2.09

Computed properties:
- LUMO energy: -2.3 eV
- Molecular weight: 373.23 u
- Gap between HOMO and LUMO: 0.263 hartree
- Maximum force: 2.8 eV/Å

***

Record 4
A molecular structure, C4H8O2. Source: the OMol25 dataset; level of theory: ωB97M-V with the def2-TZVPD basis set.

Each line ends with the natural charge from an NBO analysis.
Geometry (Å):
C1 -1.08877 0.65150 -0.75338  -0.05
H1 1.31408 -1.04944 0.20164  0.15
H2 -0.57028 -1.91810 0.70791  0.18
C2 -1.05409 -0.94025 0.53934  -0.05
H3 -1.95302 1.30013 -0.56971  0.17
O1 -1.44789 -0.73840 -0.82977  -0.54
O2 2.27070 0.75482 0.48146  -0.71
H4 3.03210 0.37923 0.01543  0.47
C3 1.19884 0.00114 -0.04456  -0.05
H5 1.23899 0.09491 -1.14244  0.16
H6 -0.25432 1.01820 1.34901  0.22
H7 -1.91002 -0.92562 1.23103  0.17
C4 -0.20792 0.35767 0.47205  -0.29
H8 -0.56841 1.01423 -1.65803  0.18

Computed properties:
- LUMO energy: 0.9 eV
- Energy relative to the best compared isomer or geometry (same formula, charge and spin): 59.0 kcal per mole
- Molecular weight: 88.11 u
- Gap between HOMO and LUMO: 0.393 hartree
- Maximum force: 0.6 eV/Å